# 1
The following is a DFT calculation (ωB97M-V/def2-TZVPD) of a 7-piece molecular cluster, C12H41N3O7 overall.

## Properties
- total energy (a.u.) = -1172.6787
- charge = 0
- SMILES = COC[C@H](C)N.COC[C@H](C)N.COC[C@H](C)N.O.O.O.O
- frontier orbital gap (eV) = 10.3
- E_HOMO (eV) = -9.60
- energy relative to the best compared isomer or geometry (same formula, charge and spin) (eV) = 0.927

Structure (XYZ):
```
63
C12H41N3O7 (ωB97M-V/def2-TZVPD)
C -15.279 4.941 4.865
O -17.009 6.473 4.589
H -19.010 6.286 5.382
N -14.231 6.055 4.738
H -15.557 3.177 5.996
H -16.307 12.181 9.239
H -14.227 4.195 6.660
O -15.722 10.012 5.152
H -16.406 14.085 6.580
N -15.131 9.960 9.080
C -18.196 7.046 5.129
H -14.330 14.146 5.405
H -14.570 6.774 4.096
H -15.806 10.896 4.783
H -14.520 16.398 4.744
H -13.257 12.478 2.780
H -19.891 12.953 8.846
H -17.318 4.698 5.525
H -16.357 10.374 7.508
H -17.927 7.678 5.983
H -19.105 12.463 10.429
H -15.449 4.449 3.896
H -13.188 11.994 7.174
H -16.077 16.328 4.694
H -13.352 5.635 4.396
C -16.522 10.136 8.568
H -16.067 14.606 2.935
C -18.916 12.816 9.366
C -16.508 5.474 5.408
H -14.027 3.197 5.264
H -14.683 9.155 8.668
C -15.196 14.181 3.393
H -13.838 7.426 6.230
C -14.266 12.301 2.333
H -14.320 14.607 2.931
H -17.407 14.277 5.055
C -17.045 11.415 9.307
H -18.427 9.164 8.752
O -15.949 8.055 2.669
N -15.277 15.935 5.179
O -13.392 11.054 7.061
H -15.473 8.765 3.079
H -14.345 12.724 1.274
O -15.229 12.746 3.220
O -13.471 8.027 6.933
H -14.413 11.209 2.200
H -17.141 8.540 9.773
C -16.473 13.899 5.508
H -15.027 10.138 5.777
H -16.458 12.833 5.400
H -14.051 10.820 7.804
C -15.212 14.503 4.872
H -17.367 11.114 10.344
H -16.285 5.916 6.412
O -18.194 11.900 8.608
H -18.441 13.770 9.449
C -14.752 3.818 5.763
H -15.225 9.770 10.045
H -13.074 8.751 6.528
C -17.400 8.896 8.864
H -18.676 7.747 4.490
H -17.082 8.070 8.166
H -16.439 7.594 3.351
```

And the natural (NBO) charges, in e, turn out to be:
1. C -0.075
2. O -0.566
3. H 0.172
4. N -0.882
5. H 0.210
6. H 0.182
7. H 0.218
8. O -0.963
9. H 0.219
10. N -0.874
11. C -0.262
12. H 0.186
13. H 0.393
14. H 0.479
15. H 0.345
16. H 0.166
17. H 0.192
18. H 0.175
19. H 0.214
20. H 0.185
21. H 0.157
22. H 0.183
23. H 0.474
24. H 0.342
25. H 0.370
26. C -0.067
27. H 0.174
28. C -0.244
29. C -0.062
30. H 0.211
31. H 0.397
32. C -0.078
33. H 0.503
34. C -0.249
35. H 0.173
36. H 0.202
37. C -0.067
38. H 0.220
39. O -0.976
40. N -0.811
41. O -1.012
42. H 0.475
43. H 0.166
44. O -0.561
45. O -0.996
46. H 0.196
47. H 0.197
48. C -0.607
49. H 0.483
50. H 0.208
51. H 0.504
52. C -0.071
53. H 0.161
54. H 0.172
55. O -0.545
56. H 0.164
57. C -0.612
58. H 0.355
59. H 0.475
60. C -0.623
61. H 0.204
62. H 0.210
63. H 0.488

# 2
The following is a DFT calculation (ωB97M-V/def2-TZVPD) of a 9-piece molecular cluster, C12H42O9 overall.

## Properties
- total energy (a.u.) = -1159.4526
- charge = 0
- SMILES = CC(C)O.CC(C)O.CC(C)O.CC(C)O.O.O.O.O.O
- frontier orbital gap (eV) = 10.2
- E_HOMO (eV) = -9.97
- energy relative to the best compared isomer or geometry (same formula, charge and spin) (eV) = 3.102

Structure (XYZ):
```
63
C12H42O9 (ωB97M-V/def2-TZVPD)
H 1.274 1.273 1.385
H -3.347 -2.869 -6.734
H -6.049 3.317 0.296
H -1.871 -2.097 -4.217
H 4.021 -4.358 -3.040
O -2.520 -2.932 8.196
H -0.958 1.051 3.346
H -2.155 -2.683 9.045
C -6.680 4.169 0.045
C -0.782 -3.035 -6.754
H 1.512 0.538 6.761
H -1.119 -3.543 -7.658
C 6.116 -5.047 -3.064
H 6.693 0.011 1.877
C 0.687 0.354 1.376
H 0.265 -2.752 -6.864
C 5.977 -6.290 -2.141
O 1.277 6.047 3.810
H 5.946 -6.066 -1.075
H -7.482 4.129 0.783
H -4.409 5.015 1.397
H 0.979 -0.567 7.648
H -1.778 -1.097 1.094
C -6.883 6.720 0.477
H 5.128 -6.913 -2.423
H 6.816 -6.965 -2.310
H 5.195 -3.126 -3.311
H 4.662 2.434 5.043
H 1.033 -0.019 0.412
H -2.372 -0.496 -4.838
O -5.265 5.440 1.489
H -7.137 7.035 -0.535
H -0.993 -3.712 -5.927
H -1.462 -1.183 2.821
C 5.026 -4.048 -2.754
O 7.240 0.728 2.198
O 5.939 -5.364 -4.431
C -5.974 5.566 0.291
H 8.127 0.495 1.924
H 0.547 6.644 3.975
H -7.820 6.505 0.993
H -1.168 0.909 0.621
H 1.154 -0.179 2.204
C -1.651 -1.307 -4.934
C -0.825 0.624 1.616
O -1.015 1.631 2.584
C -1.690 -0.500 2.003
H 4.135 3.823 5.336
H -1.933 -2.529 7.555
H -0.677 -0.965 -4.583
H -2.710 -0.182 2.219
H -1.401 -1.009 -7.041
H 5.081 -3.715 -1.718
H 6.416 -6.180 -4.600
H -6.476 7.623 0.931
O 0.709 0.066 6.984
C -1.695 -1.828 -6.385
O 4.057 2.910 5.612
H -7.326 4.023 -0.821
H -5.253 5.743 -0.507
H 7.049 -4.485 -3.013
O -3.088 -1.952 -6.611
H 0.907 5.174 3.940
```

And the natural (NBO) charges, in e, turn out to be:
1. H 0.225
2. H 0.466
3. H 0.215
4. H 0.198
5. H 0.216
6. O -0.935
7. H 0.459
8. H 0.466
9. C -0.646
10. C -0.640
11. H 0.477
12. H 0.214
13. C 0.091
14. H 0.467
15. C -0.650
16. H 0.227
17. C -0.643
18. O -0.940
19. H 0.218
20. H 0.206
21. H 0.472
22. H 0.465
23. H 0.216
24. C -0.627
25. H 0.217
26. H 0.202
27. H 0.211
28. H 0.471
29. H 0.216
30. H 0.223
31. O -0.734
32. H 0.207
33. H 0.201
34. H 0.209
35. C -0.620
36. O -0.936
37. O -0.718
38. C 0.103
39. H 0.469
40. H 0.468
41. H 0.210
42. H 0.169
43. H 0.200
44. C -0.624
45. C 0.081
46. O -0.698
47. C -0.651
48. H 0.474
49. H 0.468
50. H 0.200
51. H 0.224
52. H 0.156
53. H 0.202
54. H 0.463
55. H 0.227
56. O -0.942
57. C 0.104
58. O -0.945
59. H 0.212
60. H 0.154
61. H 0.161
62. O -0.726
63. H 0.472

# 3
The following is a DFT calculation (ωB97M-V/def2-TZVPD) of a 10-piece molecular cluster, C12H44N18O10 overall.

## Properties
- total energy (a.u.) = -2221.9910
- charge = 0
- SMILES = NC(N)=O.NC(N)=O.NC(N)=O.NC(N)=O.NC(N)=O.NC(N)=O.NC(N)=O.NC(N)=O.NC(N)=O.CC(C)O
- frontier orbital gap (eV) = 8.3
- E_HOMO (eV) = -8.69
- energy relative to the best compared isomer or geometry (same formula, charge and spin) (eV) = 1.571

Structure (XYZ):
```
84
C12H44N18O10 (ωB97M-V/def2-TZVPD)
N -3.158 -4.898 0.384
H -4.150 -4.751 0.296
N 3.763 2.501 1.580
H 0.530 1.058 5.043
N -0.477 -2.082 -2.383
O 0.388 0.541 -3.213
O -4.441 -1.017 0.125
H 2.349 0.680 2.477
H -0.139 -2.231 -5.494
H -1.705 -0.873 2.653
C 2.177 -4.289 1.132
O 1.309 3.675 2.101
N 0.568 1.317 -0.348
N 1.021 1.307 -5.277
O 5.382 0.908 1.468
C -2.349 -4.044 -0.307
N 2.429 1.443 -3.448
H -1.169 2.938 1.870
C -0.312 -2.794 -3.532
H 2.654 0.680 -2.814
C -1.200 -1.416 3.446
H 2.125 2.921 -2.158
O -1.403 1.459 0.686
H -3.669 -4.133 -1.852
H -0.321 5.172 -3.334
H 1.554 -5.693 -0.257
H -0.296 5.403 4.191
H 1.576 -1.404 5.008
O 3.339 -4.698 1.300
C 1.219 1.081 -3.952
H -2.992 0.632 -2.174
H 2.675 4.101 -1.059
H -2.657 0.528 -0.501
H -1.186 0.523 5.326
H 2.765 2.642 1.741
H 1.319 5.606 3.589
O -1.141 -3.843 -0.074
H -0.342 -1.090 -2.463
H -0.416 -0.938 -4.275
H -1.669 4.197 3.022
H -2.296 -3.049 -2.054
N 1.324 -4.870 0.262
C -0.385 0.647 4.605
H 0.109 -0.969 -0.388
C -4.262 -0.560 -1.008
H 0.270 3.442 -3.400
O 0.934 5.779 -1.386
N 3.199 0.364 2.048
H 0.719 -0.615 3.119
H -1.859 -1.740 4.249
N 0.266 4.390 -3.089
H -0.467 -2.707 -1.577
H 0.084 1.305 -5.639
O -0.095 -4.002 -3.520
H -5.013 -0.234 -2.911
N 1.939 3.785 -1.664
H 3.104 1.831 -4.085
H 0.545 2.326 -0.297
C 0.300 4.169 2.614
H -5.921 -1.281 -1.845
N -0.338 -1.905 -4.565
H 3.366 -0.629 2.038
H -0.779 -2.310 2.978
N -3.151 0.154 -1.308
N -0.384 -0.618 0.422
C 1.032 4.726 -2.015
H -2.874 -5.041 1.343
N -2.872 -3.649 -1.486
H 1.432 0.849 -0.541
N -0.978 3.739 2.463
C -0.481 0.741 0.282
H 2.204 -2.987 2.682
N 1.694 -3.273 1.870
H 1.782 1.696 -5.803
N -5.108 -0.723 -2.045
H 0.427 -4.408 0.083
O 0.672 -1.703 4.853
C 0.091 -0.719 4.007
C 4.224 1.238 1.691
H -0.643 1.278 3.756
H 0.801 -2.895 1.601
H -1.276 -1.093 0.513
N 0.404 5.200 3.506
H 4.310 3.205 1.122
```

And the Löwdin charges, in e, turn out to be:
1. N 0.173
2. H 0.103
3. N 0.150
4. H 0.073
5. N 0.122
6. O -0.020
7. O 0.003
8. H 0.064
9. H 0.105
10. H 0.058
11. C -0.695
12. O -0.016
13. N 0.188
14. N 0.192
15. O 0.016
16. C -0.599
17. N 0.153
18. H 0.058
19. C -0.678
20. H 0.137
21. C -0.056
22. H 0.041
23. O -0.015
24. H 0.112
25. H 0.112
26. H 0.106
27. H 0.093
28. H 0.090
29. O -0.020
30. C -0.658
31. H 0.097
32. H 0.103
33. H 0.057
34. H 0.079
35. H 0.033
36. H 0.105
37. O -0.043
38. H 0.045
39. H 0.050
40. H 0.100
41. H 0.066
42. N 0.165
43. C -0.033
44. H 0.074
45. C -0.705
46. H 0.063
47. O 0.022
48. N 0.145
49. H 0.091
50. H 0.083
51. N 0.164
52. H 0.069
53. H 0.118
54. O 0.038
55. H 0.093
56. N 0.148
57. H 0.120
58. H 0.086
59. C -0.635
60. H 0.106
61. N 0.155
62. H 0.087
63. H 0.052
64. N 0.165
65. N 0.191
66. C -0.689
67. H 0.114
68. N 0.188
69. H 0.093
70. N 0.177
71. C -0.641
72. H 0.096
73. N 0.166
74. H 0.107
75. N 0.154
76. H 0.033
77. O -0.044
78. C -0.472
79. C -0.680
80. H 0.055
81. H 0.058
82. H 0.090
83. N 0.150
84. H 0.101